(1)
DFT (ωB97M-V/def2-TZVPD) results for a molecular structure, C21H16BrF4FeNO2P.

Values from the calculation:
* calculated total energy: -152192.9150 eV
* HOMO energy (alpha / beta): -15.628 / -15.627 eV
* LUMO level (alpha / beta): -9.147 / -8.182 eV

ORCA input file:
```
! wB97M-V def2-TZVPD RIJCOSX def2/J DEFGRID3
* xyz 2 2
Fe -1.6303 1.2220 -0.1478
N -1.6632 1.5343 1.7820
C -1.9012 2.9688 2.1236
C -0.8222 3.8536 1.5284
C -0.8885 3.9755 0.0056
O -0.8304 4.9746 -0.6122
O -1.0160 2.7387 -0.6261
H -2.3684 0.9523 2.2363
H -0.7657 1.2382 2.1737
H -1.9154 3.0636 3.2103
H -2.8922 3.2504 1.7627
H 0.1678 3.4573 1.7793
H -0.8943 4.8616 1.9283
F -3.0731 -5.4596 -0.6844
C -2.4098 -4.3364 -0.6038
C -1.0346 -4.3469 -0.4185
F -0.3886 -5.4838 -0.3255
C -0.3462 -3.1413 -0.3389
F 0.9712 -3.1673 -0.1898
C -0.9980 -1.9190 -0.4263
P -0.0630 -0.3668 -0.4198
C 0.8346 -0.1615 -1.9374
C 0.2351 0.5223 -2.9989
C 0.9067 0.6314 -4.2035
C 2.1646 0.0579 -4.3452
C 2.7589 -0.6244 -3.2902
C 2.1012 -0.7391 -2.0780
C 0.9787 -0.2894 1.0239
C 2.0108 0.6547 1.0538
C 2.7535 0.8169 2.2128
C 2.4660 0.0532 3.3369
C 1.4329 -0.8788 3.3127
C 0.6853 -1.0526 2.1610
C -2.3787 -1.9439 -0.6279
Br -3.3849 -0.3237 -0.8378
C -3.0884 -3.1208 -0.7147
F -4.3933 -3.1153 -0.9061
H -0.7417 0.9822 -2.8924
H 0.4561 1.1672 -5.0272
H 2.6889 0.1463 -5.2872
H 3.7378 -1.0668 -3.4131
H 2.5633 -1.2730 -1.2573
H 2.2370 1.2515 0.1782
H 3.5626 1.5340 2.2356
H 3.0547 0.1773 4.2359
H 1.2248 -1.4800 4.1874
H -0.1040 -1.7955 2.1414
*
```

(2)
DFT (ωB97M-V/def2-TZVPD) results for a molecular structure, ClFeH6O3 in a non-equilibrium geometry.

Values from the calculation:
* calculated total energy: -53136.3115 eV
* HOMO energy (alpha / beta): -15.168 / -15.146 eV
* LUMO level (alpha / beta): -7.659 / -8.535 eV

ORCA input file:
```
! wB97M-V def2-TZVPD RIJCOSX def2/J DEFGRID3
* xyz 1 5
Fe 0.7806 -2.5220 0.8300
Cl 0.0462 -0.9056 0.2896
O -0.5149 1.3325 -0.6783
H -1.3336 1.3130 -0.1828
H -0.0276 0.5698 -0.3667
O -0.7245 0.8369 2.2364
H -0.3705 1.6856 1.9705
H -0.4500 0.2350 1.5445
O 1.1826 -1.0651 -1.9491
H 0.6342 -1.0596 -1.1646
H 0.7776 -0.4205 -2.5294
*
```

(3)
DFT (ωB97M-V/def2-TZVPD) results for 2 unconnected molecules or ions with the total composition C16H22NS2 in a non-equilibrium geometry.

Values from the calculation:
* calculated total energy: -40100.5977 eV
* HOMO energy: -10.846 eV
* LUMO level: -5.938 eV

ORCA input file:
```
! wB97M-V def2-TZVPD RIJCOSX def2/J DEFGRID3
* xyz 1 1
C -0.2006 1.9911 0.5021
N -0.1263 0.5495 0.7176
C -1.2750 -0.1543 0.8415
C -2.5388 0.3512 0.9605
C -3.5729 -0.7067 1.0172
C -2.7605 -2.0369 0.9228
C -1.2690 -1.6683 0.8318
C 1.1602 -0.0732 0.6425
C 1.7700 -0.6190 1.7892
C 3.0399 -1.1936 1.6921
C 3.6809 -1.2735 0.4507
C 3.0703 -0.7437 -0.6920
C 1.8354 -0.1001 -0.5888
H 0.8135 2.3700 0.3442
H -0.8041 2.2272 -0.3867
H -0.6418 2.5004 1.3710
H -2.7864 1.4081 0.9329
H -4.1644 -0.6619 1.9383
H -4.2874 -0.6262 0.1889
H -2.9547 -2.6870 1.7789
H -3.0557 -2.5807 0.0239
H -0.8120 -2.0758 -0.0834
H -0.7072 -2.0734 1.6820
H 1.2392 -0.5676 2.7463
H 3.5293 -1.5768 2.5910
H 4.6618 -1.7488 0.3707
H 3.5523 -0.8165 -1.6673
H 1.3534 0.3546 -1.4608
C -4.4094 1.7187 6.2766
C -4.7853 2.6852 5.1560
S -4.5974 2.0218 3.4534
C -3.0116 1.4685 3.5034
S -2.6056 0.2739 4.6085
C -2.9979 1.1446 6.1819
H -4.4879 2.2609 7.2278
H -5.1379 0.9006 6.3164
H -5.8492 2.9575 5.1947
H -4.1868 3.6077 5.1730
H -2.2190 2.0096 2.9928
H -2.2236 1.9188 6.2861
H -2.8240 0.3693 6.9409
*
```

(4)
DFT (ωB97M-V/def2-TZVPD) results for 2 unconnected molecules or ions with the total composition CH3NO3 in a non-equilibrium geometry.

Values from the calculation:
* calculated total energy: -8715.6305 eV
* HOMO energy: -10.197 eV
* SMILES: O=C=NO.O
* LUMO level: 0.298 eV

ORCA input file:
```
! wB97M-V def2-TZVPD RIJCOSX def2/J DEFGRID3
* xyz 0 1
O 3.3011 -0.8584 0.3143
C 2.2936 -0.3431 -0.0270
N 1.3328 0.0925 -0.5914
O 0.6644 1.2924 -0.6157
H -0.1848 1.0428 -0.2084
O -2.1054 -0.3395 0.4988
H -2.3306 -0.8598 -0.3150
H -2.9712 -0.0269 0.9445
*
```

(5)
DFT (ωB97M-V/def2-TZVPD) results for 2 unconnected molecules or ions with the total composition C3H4N2O in a non-equilibrium geometry.

Values from the calculation:
* calculated total energy: -8199.6567 eV
* HOMO energy: -9.305 eV
* SMILES: N=C=N.C#CO
* LUMO level: 0.684 eV

ORCA input file:
```
! wB97M-V def2-TZVPD RIJCOSX def2/J DEFGRID3
* xyz 0 1
N 1.8651 0.2741 0.4361
C 1.0441 -0.5134 0.0242
N 0.2106 -1.3860 -0.2540
H 2.7023 0.5040 -0.0624
H 0.9582 -2.1131 -0.2532
C -0.6614 1.5319 0.0304
C -1.4912 0.6608 0.0164
O -2.5153 -0.1545 0.0043
H 0.1028 2.2728 0.0558
H -2.2151 -1.0767 0.0023
*
```

(6)
DFT (ωB97M-V/def2-TZVPD) results for 2 unconnected molecules or ions with the total composition C7H16N in a non-equilibrium geometry.

Values from the calculation:
* calculated total energy: -8996.2549 eV
* HOMO energy (alpha / beta): -12.530 / -13.905 eV
* LUMO level (alpha / beta): -6.469 / -4.834 eV

ORCA input file:
```
! wB97M-V def2-TZVPD RIJCOSX def2/J DEFGRID3
* xyz 1 1
C -2.6042 -1.7349 -0.8075
C -1.3472 -2.0782 -0.6249
C -0.0283 -0.5958 1.7856
C 1.8918 0.7637 1.0350
C -0.8124 1.3809 -0.4177
C 0.8551 0.2993 -1.7945
C 0.7968 -0.2636 0.5680
N 0.0950 0.3126 -0.5617
H -3.2421 -2.2262 -1.4386
H -2.7541 -0.6631 -0.4451
H -0.3608 -2.4010 -0.5652
H -0.6259 -1.4862 1.7551
H 0.8531 -0.8956 2.4401
H -0.4580 0.2139 2.3695
H 1.5525 1.7839 1.1241
H 2.7984 0.6787 0.3369
H 2.3305 0.4639 1.9966
H -0.8756 1.8716 0.5416
H -0.4753 2.2050 -1.0607
H -1.9174 0.9757 -0.6371
H 0.1996 -0.2918 -2.4750
H 0.8424 1.3482 -2.3586
H 1.8056 -0.0954 -1.6551
H 1.2418 -1.1724 0.2930
*
```

(7)
DFT (ωB97M-V/def2-TZVPD) results for a molecular structure, C4H6LiO2Ru in a non-equilibrium geometry.

Values from the calculation:
* calculated total energy: -11102.2341 eV
* HOMO energy (alpha / beta): -17.450 / -17.679 eV
* LUMO level (alpha / beta): -8.556 / -11.196 eV

ORCA input file:
```
! wB97M-V def2-TZVPD RIJCOSX def2/J DEFGRID3
* xyz 2 6
O -1.8589 -1.1658 -0.6298
C -2.5257 -0.0548 -0.7228
C -2.5778 1.1682 -0.6072
Li -2.7270 -2.4397 0.4136
Ru 0.0536 -0.9547 -0.8053
H -3.6564 1.5385 -0.7181
C 1.0200 0.9476 -0.3319
C 1.9774 0.1519 0.5351
O 1.4072 -1.2042 0.6461
H 0.4938 1.6737 0.3058
H 1.5637 1.4659 -1.1351
H 2.0191 0.5348 1.5647
H 3.0050 0.0846 0.1525
H 1.8059 -1.7460 1.3323
*
```

(8)
DFT (ωB97M-V/def2-TZVPD) results for 5 unconnected molecules or ions with the total composition C33H80N4O10.

Values from the calculation:
* calculated total energy: -61947.4831 eV
* HOMO energy: -8.294 eV
* SMILES: CCCCCCOCCOC.COCCNCCOC.COCCNCCOC.COCCNCCOC.COCCNCCOC
* LUMO level: 0.574 eV

ORCA input file:
```
! wB97M-V def2-TZVPD RIJCOSX def2/J DEFGRID3
* xyz 0 1
C 3.6203 -0.0449 -1.0226
C 3.4453 -1.1180 -2.1016
C 2.3885 -0.7807 -3.1578
C 2.5710 0.5762 -3.8520
C 1.2432 1.1863 -4.3034
C 0.3678 1.6262 -3.1318
O -0.9486 1.1428 -3.3231
C -1.8656 1.7009 -2.4096
C -3.0797 0.8114 -2.2878
O -3.6256 0.5944 -3.5700
C -4.6659 -0.3526 -3.5693
H 2.6631 0.4258 -0.7811
H 4.0130 -0.4850 -0.1037
H 4.3157 0.7348 -1.3311
H 4.4042 -1.2984 -2.6005
H 3.1704 -2.0666 -1.6318
H 1.3956 -0.8343 -2.6980
H 2.4003 -1.5586 -3.9272
H 3.0880 1.2814 -3.1951
H 3.2191 0.4507 -4.7236
H 0.6762 0.4522 -4.8825
H 1.4271 2.0363 -4.9639
H 0.7678 1.2296 -2.1874
H 0.3539 2.7203 -3.0418
H -2.1733 2.7006 -2.7453
H -1.4072 1.7983 -1.4164
H -3.8096 1.3131 -1.6373
H -2.8161 -0.1379 -1.8057
H -4.7951 -0.7091 -4.5901
H -5.6082 0.0866 -3.2198
H -4.4216 -1.2067 -2.9271
C -6.4674 -2.7397 3.2871
O -5.2379 -2.3936 3.8863
C -4.2332 -3.3980 3.7888
C -3.0673 -2.9023 2.9649
N -3.4456 -2.7220 1.5735
C -2.4204 -2.1187 0.7356
C -1.9751 -0.6992 1.0713
O -2.9875 0.2751 0.8887
C -3.8280 0.5093 2.0017
H -7.1646 -1.9295 3.4933
H -6.3794 -2.8678 2.2021
H -6.8715 -3.6672 3.7070
H -4.6515 -4.3061 3.3433
H -3.8811 -3.6327 4.7969
H -2.2631 -3.6437 3.0192
H -2.6918 -1.9872 3.4443
H -4.2882 -2.1621 1.5311
H -2.7845 -2.1219 -0.2949
H -1.5339 -2.7625 0.7593
H -1.1675 -0.4326 0.3833
H -1.5734 -0.6278 2.0894
H -3.2913 0.3638 2.9443
H -4.7077 -0.1406 2.0085
H -4.1648 1.5441 1.9450
C 8.2512 2.3460 3.6543
O 9.0879 2.5221 2.5318
C 9.8535 1.3751 2.1827
C 9.4541 0.8694 0.8143
N 8.0955 0.3563 0.8353
C 7.5679 -0.0507 -0.4587
C 7.4040 1.0233 -1.5286
O 6.4288 2.0006 -1.2124
C 6.8833 3.1094 -0.4624
H 7.7831 3.3071 3.8588
H 7.4699 1.5982 3.4765
H 8.8230 2.0380 4.5362
H 9.7120 0.5869 2.9286
H 10.9098 1.6570 2.1730
H 10.1336 0.0606 0.5265
H 9.6030 1.6895 0.0969
H 7.4860 1.0536 1.2440
H 6.5894 -0.5073 -0.2929
H 8.2190 -0.8332 -0.8644
H 7.0550 0.5316 -2.4404
H 8.3553 1.5144 -1.7672
H 7.9271 3.3456 -0.6910
H 6.7975 2.9506 0.6166
H 6.2631 3.9635 -0.7330
C -6.3598 5.9160 -7.7909
O -6.2586 5.2541 -6.5495
C -6.5583 3.8636 -6.5985
C -5.3363 3.0419 -6.2551
N -4.3191 3.1790 -7.2833
C -3.0576 2.5126 -6.9814
C -2.2701 3.0069 -5.7766
O -1.7423 4.3177 -5.9258
C -2.5958 5.3653 -5.5192
H -6.1806 6.9738 -7.6061
H -5.6253 5.5508 -8.5176
H -7.3577 5.7990 -8.2278
H -6.9227 3.5935 -7.5947
H -7.3509 3.6597 -5.8731
H -5.6285 1.9887 -6.1871
H -4.9942 3.3436 -5.2547
H -4.1486 4.1628 -7.4497
H -2.4161 2.5884 -7.8627
H -3.2644 1.4485 -6.8243
H -1.4158 2.3427 -5.6374
H -2.8671 2.9453 -4.8611
H -3.2231 5.0640 -4.6732
H -3.2564 5.7106 -6.3210
H -1.9682 6.2013 -5.2100
C -1.7522 -1.6868 7.1279
O -1.2720 -2.5382 6.1087
C 0.1280 -2.4558 5.8723
C 0.8021 -3.7629 6.2255
N 0.7264 -4.0093 7.6541
C 1.2365 -5.3024 8.0865
C 0.5208 -6.5488 7.5775
O -0.8092 -6.6704 8.0482
C -1.8042 -6.0884 7.2311
H -2.8379 -1.7683 7.1272
H -1.3723 -1.9668 8.1165
H -1.4777 -0.6436 6.9393
H 0.5603 -1.6366 6.4549
H 0.2837 -2.2446 4.8103
H 1.8547 -3.7080 5.9292
H 0.3352 -4.5530 5.6188
H -0.2352 -3.9112 7.9550
H 1.2094 -5.3227 9.1782
H 2.2897 -5.3735 7.7929
H 1.0612 -7.4211 7.9528
H 0.5312 -6.6041 6.4820
H -1.5431 -6.1651 6.1703
H -1.9776 -5.0328 7.4614
H -2.7304 -6.6357 7.4037
*
```